No. 1
The following is a DFT calculation (ωB97M-V with the def2-TZVPD basis set) of a 2-piece molecular cluster, C5H14 overall.

Calculated values
energy relative to the best compared isomer or geometry (same formula, charge and spin)	36.2	kJ/mol
HOMO-LUMO gap (spin up / spin down)	12.2 / 4.9	eV
multiplicity	2
net charge	+1
highest occupied orbital energy (spin up / spin down)	-15.37 / -15.28	eV
E_LUMO (spin up / spin down)	-3.2 / -10.3	eV
<S²>	0.753

```
19
Properties=species:S:1:pos:R:3:forces:R:3:mulliken_charge:R:1
C -1.4353 -0.0870 1.9318 1.157 -0.723 -0.084 -0.49
C -1.5836 -1.5487 1.4612 -0.580 0.542 0.082 -0.72
H -1.2350 -0.0473 3.0089 -0.587 0.199 -0.181 0.33
H -0.4895 0.3128 1.5221 -0.129 0.218 -0.092 -0.07
H -2.2498 0.5428 1.6043 -0.126 0.231 0.196 0.28
H -2.6208 -1.7514 1.1936 -0.012 -0.146 0.235 0.30
H -1.2771 -2.2275 2.2496 0.063 -0.224 -0.139 0.29
H -1.0278 -1.7519 0.5507 0.280 -0.118 -0.078 0.14
C 0.7630 0.5178 -0.7974 -0.465 1.615 1.018 -0.08
C 0.8265 -0.4392 -2.2001 -0.292 -0.677 -0.039 -0.75
C 1.6839 1.6654 -0.6571 -0.797 -0.215 -1.181 -0.99
H 0.9724 -0.3184 -0.0717 0.125 -0.345 -0.764 0.31
H -0.2577 0.8910 -0.7271 -0.075 -0.477 0.019 0.38
H 1.7750 -0.1479 -2.6436 0.097 -0.191 0.160 0.34
H 0.6921 -1.4868 -1.9553 0.392 -0.053 -0.107 0.36
H 2.6709 1.5147 -1.0797 0.358 -0.102 0.601 0.40
H 1.6496 1.9053 0.4180 0.455 0.023 0.244 0.34
H -0.0815 -0.0919 -2.6954 0.023 0.356 0.109 0.30
H 1.2248 2.5481 -1.1127 0.114 0.085 0.001 0.35
```
Forces are in eV/Å.

---

No. 2
The following is a DFT calculation (ωB97M-V with the def2-TZVPD basis set) of a 2-piece molecular cluster, C18H29B2N4O8 overall.

Calculated values
HOMO-LUMO gap	7.9	eV
net charge	+1
highest occupied orbital energy	-11.52	eV
E_LUMO	-3.6	eV

```
61
Properties=species:S:1:pos:R:3:forces:R:3:mulliken_charge:R:1
C 1.5960 -0.1638 2.8557 -0.654 -0.344 0.056 -1.03
N 0.2737 0.3095 2.3815 0.487 0.606 -0.084 -0.20
C 0.3989 1.2565 1.2797 0.024 0.065 0.505 -1.59
C 0.8829 0.6334 0.0067 0.385 -0.262 -0.502 1.11
C 0.3056 -0.5378 -0.5569 -0.253 -0.149 0.172 0.13
C -0.9127 -1.1804 0.0890 -0.432 -0.088 -0.440 -1.02
C -2.1652 -0.3132 -0.0027 -0.265 0.258 -0.029 -0.03
C -2.6465 0.3597 1.1179 -0.230 0.177 0.222 0.15
C -3.7760 1.1703 1.0762 -0.090 0.116 -0.323 -1.02
C -4.4701 1.3329 -0.1137 0.474 -0.462 -0.218 -0.72
C -4.0250 0.6357 -1.2308 0.110 0.141 0.360 -0.99
C -2.8931 -0.1843 -1.1963 -0.118 0.284 -0.218 0.73
C -2.5318 -0.8953 -2.4739 -0.277 -0.077 0.179 -0.98
C 0.8548 -1.0559 -1.7260 -0.180 0.528 0.192 0.68
C 0.4365 -2.3071 -2.4389 -0.342 -0.788 0.240 -1.92
O 1.4528 -3.2927 -2.3264 0.375 0.301 -0.194 -0.21
O 1.2724 -4.0458 -1.1342 -0.265 -0.275 0.111 -0.38
N 1.8984 -0.4268 -2.3301 0.127 -0.398 0.198 0.33
B 2.5402 -0.9467 -3.6438 0.162 0.135 -0.742 0.76
O 1.7943 -0.7666 -4.7812 0.646 0.557 0.389 -0.51
O 3.7420 -1.5375 -3.6663 -0.577 -0.668 0.322 -0.50
C 2.4184 0.6927 -1.8342 -0.080 0.498 0.330 0.26
N 3.4576 1.2667 -2.6070 -0.361 -0.353 -0.273 -0.41
C 1.9330 1.2548 -0.6613 0.247 0.083 -0.272 -0.66
B 2.6507 2.6125 -0.2139 0.199 -0.003 -0.072 0.72
O 3.6113 2.5270 0.7534 -0.567 -0.471 0.206 -0.54
O 2.3804 3.7849 -0.8682 -0.436 0.207 0.767 -0.54
C 1.0292 4.2873 -0.7103 0.210 -0.553 -0.276 -0.63
H 1.5540 -1.2462 2.9671 0.209 -0.152 -0.185 0.29
H 1.8141 0.2158 3.8502 0.167 0.259 0.017 0.36
H 2.3890 0.1138 2.1657 0.167 -0.026 0.022 0.34
H -0.1241 0.8355 3.1479 -0.435 -0.276 0.043 0.35
H 1.0669 2.0704 1.5914 0.235 0.100 -0.387 0.60
H -0.5535 1.7391 1.0568 -0.255 -0.158 0.150 0.45
H -1.1538 -2.1180 -0.4025 0.107 -0.119 -0.123 0.51
H -0.7152 -1.4386 1.1205 0.086 0.247 0.278 0.41
H -2.1407 0.2627 2.0636 0.183 -0.222 0.104 0.57
H -4.1160 1.6984 1.9538 0.078 -0.058 0.207 0.46
H -5.3366 1.9680 -0.2037 -0.101 0.076 0.160 0.43
H -4.5762 0.7491 -2.1520 0.013 -0.103 -0.180 0.39
H -1.5992 -0.5472 -2.9144 0.174 -0.041 0.030 0.09
H -2.5018 -1.9716 -2.3184 0.201 -0.141 -0.033 0.25
H -3.3130 -0.7287 -3.2078 -0.041 0.069 -0.143 0.54
H -0.4804 -2.7300 -2.0602 -0.203 0.026 0.139 0.66
H 0.2716 -2.1535 -3.5017 0.230 0.187 -0.159 0.51
H 1.1341 -3.4040 -0.4194 0.251 0.193 -0.035 0.43
H 1.8192 0.1684 -5.0233 -0.459 -0.047 -0.329 0.29
H 3.8703 -2.1670 -2.9455 0.366 0.136 0.123 0.34
H 3.1806 2.1671 -2.9784 0.191 0.159 0.121 0.29
H 4.3268 1.3348 -2.0940 0.114 0.095 -0.105 0.29
H 3.5002 3.1802 1.4519 0.585 0.417 -0.200 0.34
H 0.4316 3.9657 -1.5590 -0.149 0.191 -0.114 0.29
H 0.5811 3.8853 0.1953 -0.121 0.023 0.119 0.24
H 1.0555 5.3642 -0.6170 0.120 0.143 -0.186 0.30
C -1.8116 -2.6758 5.5890 0.009 0.043 0.177 -0.81
N -1.5534 -1.6808 4.5108 -0.005 -0.061 0.344 0.85
O -1.2385 -0.5556 4.8499 -0.038 -0.038 -0.163 -0.52
O -1.6780 -2.0679 3.3702 0.025 0.064 -0.128 -0.44
H -1.6636 -2.1905 6.5459 0.010 0.049 -0.028 0.31
H -2.8355 -3.0182 5.4743 0.025 -0.060 -0.072 0.30
H -1.1125 -3.4945 5.4490 -0.057 -0.040 -0.072 0.31
```
Forces are in eV/Å.

---

No. 3
The following is a DFT calculation (ωB97M-V with the def2-TZVPD basis set) of C14H24GeN2OSe4TeTi as an isolated structure.

Calculated values
energy relative to the best compared isomer or geometry (same formula, charge and spin)	276.2	kJ/mol
HOMO-LUMO gap (spin up / spin down)	5.0 / 5.0	eV
multiplicity	2
net charge	-1
highest occupied orbital energy (spin up / spin down)	-3.65 / -3.73	eV
E_LUMO (spin up / spin down)	1.3 / 1.3	eV
<S²>	0.768

```
48
Properties=species:S:1:pos:R:3:forces:R:3:mulliken_charge:R:1
Ti 0.0118 0.1747 -0.5776 3.455 2.741 -0.762 0.14
Se -0.7757 2.9132 -1.0822 -0.240 -0.068 -0.870 -0.47
Se 0.6222 2.4420 0.6563 -0.036 -0.012 0.823 -0.35
Te 2.6872 1.4230 -0.2948 0.114 -0.255 -0.177 -0.27
Se 0.4705 -0.0852 -2.9132 -0.214 -0.456 0.171 -0.48
Se 1.9888 -1.0423 3.5811 0.565 -0.202 0.783 -0.24
C 0.9534 -0.7514 2.2195 -0.931 0.171 -0.704 0.26
N 0.2372 -0.5396 1.3134 0.449 -0.778 0.609 -0.45
C 2.0121 -5.6502 2.3037 0.117 0.066 -0.063 -1.10
C 2.7884 -5.3324 1.0282 -0.143 -0.057 -0.028 -0.56
C 1.9342 -4.6431 -0.0402 0.121 0.092 0.095 -0.44
C 1.4887 -3.2389 0.3594 -0.222 0.069 -0.366 -1.08
Ge 0.5563 -2.3047 -1.1643 -0.083 -0.730 0.040 1.21
C -1.3573 -2.9570 -1.1762 0.200 -0.098 0.152 -0.74
C -1.6055 -4.4481 -1.4252 0.095 0.091 -0.058 -0.78
C -1.0382 -4.9721 -2.7448 -0.118 0.059 0.032 -0.28
C -1.5329 -4.1855 -3.9564 0.096 -0.064 0.087 -1.16
H 2.6379 -6.1984 3.0110 -0.050 -0.003 0.035 0.37
H 1.1340 -6.2609 2.0776 -0.010 -0.009 0.021 0.27
H 1.6770 -4.7341 2.7917 -0.016 -0.018 0.021 0.25
H 3.1981 -6.2589 0.6111 0.030 0.009 0.028 0.36
H 3.6353 -4.6853 1.2740 0.030 -0.016 -0.024 0.30
H 1.0580 -5.2676 -0.2500 0.032 -0.032 -0.056 0.03
H 2.5103 -4.5869 -0.9695 -0.032 -0.034 -0.010 0.33
H 2.3498 -2.6431 0.6682 -0.025 0.060 0.013 0.41
H 0.7953 -3.2643 1.2017 0.021 0.037 -0.003 0.56
H 1.2654 -2.9681 -2.3706 -0.004 0.062 -0.107 -0.22
H -1.9105 -2.3596 -1.9053 0.054 0.049 -0.037 0.06
H -1.7478 -2.6919 -0.1882 -0.012 0.035 -0.023 0.50
H -2.6888 -4.6324 -1.4153 0.014 -0.063 0.033 0.46
H -1.1777 -5.0265 -0.6013 -0.060 -0.026 0.013 0.29
H -1.3113 -6.0271 -2.8488 0.035 -0.002 -0.015 0.45
H 0.0519 -4.9194 -2.7107 0.019 -0.067 -0.011 0.23
H -2.6237 -4.0980 -3.9434 0.002 0.016 -0.027 0.27
H -1.2420 -4.6771 -4.8865 -0.011 0.032 -0.020 0.41
H -1.1047 -3.1810 -3.9609 -0.051 0.015 -0.030 0.20
O -1.7732 0.0480 -0.4206 -2.775 -0.753 0.722 -0.17
N -2.9248 0.2116 -0.9916 -0.539 0.034 -0.488 0.33
C -3.0017 0.3097 -2.3286 0.306 0.162 0.052 0.21
C -4.2295 0.4439 -2.9278 -0.551 0.024 -0.120 -1.05
C -5.3854 0.4986 -2.1613 0.416 -0.016 0.018 -0.10
C -5.2564 0.4262 -0.7792 -0.341 0.041 -0.136 -0.67
C -4.0168 0.2836 -0.2131 0.172 -0.013 0.213 -0.19
H -2.0483 0.2770 -2.8533 0.047 -0.093 0.106 0.21
H -4.2691 0.5043 -4.0063 0.025 0.016 0.012 0.43
H -6.3544 0.6038 -2.6272 -0.021 0.007 0.019 0.39
H -6.1227 0.4822 -0.1363 0.036 -0.013 0.042 0.40
H -3.8222 0.2179 0.8462 0.035 -0.009 -0.006 0.47
```
Forces are in eV/Å.

---

No. 4
The following is a DFT calculation (ωB97M-V with the def2-TZVPD basis set) of an isolated molecule of C16H20N4O3S.

Calculated values
energy relative to the best compared isomer or geometry (same formula, charge and spin)	43.5	kJ/mol
HOMO-LUMO gap	8.6	eV
highest occupied orbital energy	-8.09	eV
E_LUMO	0.5	eV
SMILES	CCOC(=O)N1CCN(CC(=O)Nc2nc3ccccc3s2)CC1

```
44
Properties=species:S:1:pos:R:3:forces:R:3:mulliken_charge:R:1
C -5.6338 1.0369 2.7013 0.421 0.069 0.040 -1.12
C -4.3371 1.2688 3.4641 -0.380 -0.283 0.254 -0.29
O -3.2642 1.6053 2.5893 0.226 0.042 -0.223 -0.40
C -2.6545 0.5592 1.9793 -0.058 0.121 -0.043 0.79
O -2.9290 -0.6002 2.1944 -0.213 -0.315 0.226 -0.66
N -1.7210 0.9610 1.0907 0.039 0.130 -0.032 0.10
C -1.2855 2.3285 0.9048 0.137 0.386 0.087 -0.53
C 0.1675 2.4754 1.3879 -0.277 0.116 -0.035 -0.97
N 1.0790 1.4967 0.8314 0.076 0.081 -0.104 0.11
C 1.7330 1.8162 -0.4191 0.289 0.098 0.257 -0.86
C 0.8407 1.8555 -1.6498 0.104 0.152 0.099 0.45
O 0.1060 2.7771 -1.9232 0.027 0.118 0.007 -0.64
N 0.8561 0.7692 -2.5118 -0.532 0.231 -0.639 -0.02
C 1.5704 -0.3906 -2.5064 0.309 -0.988 -0.453 0.40
N 2.3966 -0.7936 -1.6179 -0.117 0.669 0.388 -0.18
C 2.9329 -2.0123 -1.9265 -0.005 -0.709 -0.691 -0.30
C 3.8574 -2.7079 -1.1561 -0.087 0.076 -0.060 -0.50
C 4.3062 -3.9336 -1.6030 0.043 -0.029 0.043 -0.61
C 3.8485 -4.4743 -2.8013 -0.001 -0.082 -0.077 -0.46
C 2.9282 -3.8001 -3.5822 -0.021 -0.026 -0.051 -0.45
C 2.4755 -2.5715 -3.1390 0.062 0.201 0.292 0.71
S 1.3300 -1.4928 -3.8867 0.155 0.215 0.432 -0.32
C 0.5705 0.1485 0.9731 -0.158 -0.241 -0.015 -0.76
C -0.8657 -0.0174 0.4547 0.163 -0.285 0.139 -0.74
H -6.4418 0.8484 3.4026 -0.124 -0.020 0.062 0.38
H -5.5244 0.1751 2.0479 -0.044 -0.068 -0.035 0.31
H -5.8786 1.9093 2.0998 -0.074 0.076 -0.031 0.29
H -4.0681 0.3703 4.0293 -0.032 0.210 -0.023 0.33
H -4.4249 2.1222 4.1404 0.038 -0.117 -0.056 0.32
H -1.9376 2.9925 1.4685 0.077 -0.013 -0.096 0.44
H -1.3553 2.5783 -0.1580 -0.025 0.025 0.150 0.21
H 0.5302 3.4765 1.1532 0.021 0.029 0.038 0.38
H 0.1859 2.3416 2.4761 -0.071 0.083 0.001 0.42
H 2.5322 1.0891 -0.5690 -0.091 0.262 0.014 0.47
H 2.1628 2.8173 -0.3136 -0.061 -0.069 -0.155 0.45
H 0.2390 0.8896 -3.3099 0.082 0.118 0.245 0.25
H 4.2036 -2.2785 -0.2298 0.054 0.045 0.118 0.45
H 5.0242 -4.4839 -1.0143 0.063 -0.049 0.052 0.38
H 4.2157 -5.4351 -3.1280 0.034 -0.084 -0.026 0.38
H 2.5703 -4.2159 -4.5109 -0.005 -0.094 -0.093 0.38
H 1.2426 -0.5393 0.4595 -0.038 0.005 0.094 0.22
H 0.5746 -0.0871 2.0433 -0.047 -0.101 -0.025 0.41
H -1.2502 -1.0097 0.6940 0.063 0.088 -0.108 0.49
H -0.9080 0.1353 -0.6292 -0.023 -0.072 0.032 0.28
```
Forces are in eV/Å.

---

Number 1: energy -5400.7301 eV, strongest force on any atom 2.0 eV/A. Number 2: energy -42823.4345 eV, strongest force on any atom 0.9 eV/A. Number 3: energy -368246.6937 eV, strongest force on any atom 4.5 eV/A. Number 4: energy -39855.9836 eV, strongest force on any atom 1.1 eV/A.